Entry P
A 2-piece molecular cluster, C2H4O3S overall, computed with ωB97M-V/def2-TZVPD.

Each line ends with the Löwdin charge.
Cartesian coordinates (Å):
O  0.24903  -0.82118  -0.37366  0.1105
C  -0.26165  0.20876  -0.19496  -0.4611
O  -1.06010  0.89791  0.60831  0.1752
C  -0.62701  1.51358  -0.60875  -0.2364
O  -1.57521  1.69597  -1.61268  0.0832
H  -0.12314  2.42098  -0.34107  0.1583
H  -2.11572  0.95650  -1.47010  0.0742
S  2.07558  -1.87384  1.65520  0.4533
H  0.78623  -2.54441  1.71692  -0.1177
H  2.65200  -2.45428  0.62077  -0.2394

Its SMILES is O=C1O[C@@H]1O.S. The calculation puts the LUMO energy at 0.6 eV.

***

Entry Q
One molecule with the formula C2H4O3S, computed with ωB97M-V/def2-TZVPD.

Each line ends with the Löwdin charge.
Cartesian coordinates (Å):
C  -0.03404  2.20401  1.04610  -0.3070
C  -0.64946  0.32530  -0.00670  -0.1017
O  -0.96528  4.69568  -0.36683  -0.5555
O  -1.26492  2.75202  1.17140  -0.3026
O  0.43534  1.04253  0.54997  -0.0839
S  -1.19181  3.29940  -0.52595  0.9212
H  0.94141  2.66413  1.14025  0.1513
H  -0.64192  0.10256  -1.11902  0.1204
H  -1.53716  0.92995  0.13758  0.0470
H  -0.74477  -0.64772  0.53360  0.1107

The calculation puts the LUMO energy (alpha / beta) at -0.1 / -0.1 eV.

***

entry P has the most favorable energy; the next structure is 1.808 eV above.

***

Entry P
A 2-piece molecular cluster, C2H4O3S overall, computed with ωB97M-V/def2-TZVPD.

Each line ends with the Löwdin charge.
Cartesian coordinates (Å):
C  1.40707  0.22740  0.61009  0.0200
C  0.79011  0.05946  -0.53674  -0.2957
O  -2.31397  -0.42637  0.92359  -0.4435
O  -1.71888  1.50748  -0.56310  -0.4276
O  -0.16118  -0.93328  -0.77960  -0.1790
S  -2.21538  0.14680  -0.41676  0.8889
H  1.33740  -0.64591  1.42960  0.1229
H  2.08503  1.03457  0.72746  0.0449
H  1.04604  0.71864  -1.31752  0.1051
H  -0.25625  -1.68880  -0.07702  0.1640

The calculation puts the LUMO energy at -0.2 eV.

***

Entry Q
One molecule with the formula C2H4O3S, computed with ωB97M-V/def2-TZVPD.

Each line ends with the Löwdin charge.
Cartesian coordinates (Å):
O  -1.25656  -1.98531  1.67557  -0.3799
S  -1.19451  -1.35742  0.34410  0.7979
O  -2.12877  -1.79542  -0.65526  -0.3527
C  0.77531  -0.73993  -0.44154  -0.0607
O  0.01312  0.35096  -0.86082  -0.2280
C  -0.97611  0.66367  0.03314  -0.1754
H  1.18212  -1.34566  -1.23001  0.0958
H  1.16940  -0.63217  0.60990  0.1112
H  -0.59860  1.27499  0.85118  0.1023
H  -1.83937  1.14921  -0.35578  0.0895

Its SMILES is O=S1(=O)COC1. The calculation puts the LUMO energy at 0.2 eV.

***

entry P has the most favorable energy; the next structure is 1.490 eV above.

***

Entry P
One molecule with the formula C3H8N2O, computed with ωB97M-V/def2-TZVPD.

Each line ends with the Löwdin charge.
Cartesian coordinates (Å):
C  -1.04481  -1.07677  0.21307  -0.2561
C  0.21203  -0.32039  0.37684  -0.3606
C  1.47534  -0.47525  -0.33236  -0.0618
N  -1.58203  -0.13973  -0.73265  -0.1009
N  0.20972  0.80204  1.09907  0.1147
O  -2.38694  0.93878  -0.24294  -0.1376
H  -0.82676  -2.04775  -0.26982  0.1191
H  -1.63999  -1.29099  1.12636  0.1201
H  2.00988  0.51605  -0.60698  0.1110
H  1.46110  -1.17781  -1.15729  0.0793
H  2.27138  -0.95812  0.24583  0.0832
H  -0.68836  1.07847  1.30266  0.0477
H  0.88245  1.56980  0.78129  0.1415
H  -2.69406  1.34726  -1.09265  0.1003

The calculation puts the LUMO energy (alpha / beta) at 0.9 / 0.9 eV.

***

Entry Q
One molecule with the formula C3H8N2O, computed with ωB97M-V/def2-TZVPD.

Each line ends with the Löwdin charge.
Cartesian coordinates (Å):
C  -0.04781  0.93390  -1.54615  -0.1009
N  -0.72432  0.96995  -0.17396  -0.1101
C  0.20801  0.48889  0.86216  -0.1885
C  0.51949  -0.99834  0.86100  -0.5467
N  -0.41153  -1.90867  0.53591  0.1792
O  1.55104  -1.38496  1.43087  0.0045
H  -0.02661  -0.07943  -1.91384  0.0596
H  0.93459  1.37929  -1.49804  0.0657
H  -0.66004  1.47360  -2.30948  0.0839
H  -0.92553  1.92968  -0.04409  0.0696
H  -0.16862  0.78253  1.94020  0.1558
H  1.29074  0.97392  0.92459  0.1463
H  -1.24715  -1.69683  0.10874  0.0668
H  -0.29226  -2.86352  0.82209  0.1150

Its SMILES is CNCC(N)=O. The calculation puts the LUMO energy at 0.9 eV.

***

Entry R
A 2-piece molecular cluster, C3H8N2O overall, computed with ωB97M-V/def2-TZVPD.

Each line ends with the Löwdin charge.
Cartesian coordinates (Å):
C  -0.90261  0.93166  0.88890  -0.0186
C  -0.73470  0.41220  -0.51100  -0.5574
N  -1.04864  -1.04276  -0.62394  0.0469
O  -0.53953  1.05229  -1.51493  0.0833
H  -0.58762  1.97107  0.92748  0.0896
H  -1.95300  0.85150  1.17576  0.0880
H  -0.30173  0.35764  1.59272  0.0682
H  -1.32449  -1.31890  -1.55788  0.1049
H  -1.65732  -1.44598  0.07698  0.0988
C  1.60587  -0.49688  -0.36992  -0.2051
N  1.99658  -0.28137  0.81158  -0.0071
H  2.14676  -0.12914  -1.25692  0.0634
H  0.50126  -1.21288  -0.52032  0.1088
H  2.79917  0.35156  0.88148  0.0362

Its SMILES is CC(N)=O.C=N. The calculation puts the LUMO energy at 0.8 eV.

***

Entry S
One molecule with the formula C3H8N2O, computed with ωB97M-V/def2-TZVPD.

Each line ends with the Löwdin charge.
Cartesian coordinates (Å):
C  -0.09378  -2.33305  -0.08389  -0.1184
N  0.37535  -1.13347  0.59774  -0.0430
C  -0.37266  0.04356  0.25165  -0.5683
O  -1.57602  0.07977  0.07552  0.0622
N  0.47302  1.09881  0.12264  0.0055
C  0.07226  2.39748  -0.36727  -0.0744
H  -1.13018  -2.60540  0.14344  0.0777
H  0.57247  -3.16150  0.17219  0.0770
H  -0.01262  -2.16523  -1.16144  0.0850
H  0.36324  -1.25848  1.60587  0.1196
H  1.44704  0.84123  0.12225  0.1297
H  0.50953  3.18723  0.25125  0.0792
H  0.38865  2.54779  -1.40775  0.0844
H  -1.01628  2.46126  -0.32220  0.0837

Its SMILES is CNC(=O)NC. The calculation puts the LUMO energy at 1.0 eV.

***

entry S has the most favorable energy; the next structure is 0.630 eV above.